Entry 1:
# C19H41BF13N2O13PS

A structure of composition C19H41BF13N2O13PS (ωB97M-V/def2-TZVPD, the Open Molecules 2025 dataset).

Positions of all 91 atoms, in Å:
C -3.5544 0.6183 -0.3961
C -3.3034 -0.6647 -1.1604
O -2.9634 -0.4487 -2.5409
B -1.5699 -0.4633 -2.7146
O -0.9868 -1.5232 -3.3168
C -0.8035 0.7977 -2.1546
C 0.0832 0.7945 -1.1055
C 0.4597 -0.5248 -0.4668
C -0.0562 -0.7383 0.9714
C -0.0265 -2.2434 1.2593
F -1.0461 -2.8549 0.6049
F 1.1536 -2.7541 0.8602
C -0.2778 -2.5294 2.7667
F -1.5494 -2.1346 2.9592
F 0.4878 -1.7508 3.5533
C -0.1517 -4.0397 3.2002
F 0.1429 -4.8444 2.1687
F -1.3902 -4.4155 3.5833
C 0.7364 -4.3540 4.4415
F 0.7274 -5.6878 4.5757
F 0.0955 -3.8519 5.5074
C 2.2284 -3.8776 4.5400
F 2.8746 -4.8157 5.2573
F 2.3228 -2.7469 5.2554
C 3.0706 -3.6768 3.2392
F 2.9657 -2.4422 2.7831
F 4.3554 -3.8506 3.5778
F 2.7792 -4.5728 2.3113
C 0.6327 2.0766 -0.6486
P 1.8012 2.3332 0.7889
C 2.9446 0.8999 0.9484
C 0.6886 2.3774 2.2792
C 1.5192 2.2248 3.5648
C 0.2854 3.2399 -1.2682
C -0.6265 3.2685 -2.3528
N -1.1350 4.3165 -3.0612
S -2.1475 3.6519 -4.0921
N -2.0316 2.1151 -3.7840
C -1.1430 2.0280 -2.7656
H -2.7666 1.3528 -0.5253
H -3.5729 0.3869 0.6677
H -4.4726 1.1062 -0.6924
H -4.1908 -1.2861 -1.0970
H -2.5021 -1.2158 -0.6598
H -1.4372 -2.3135 -2.9795
H 0.0525 -1.3630 -1.0266
H 1.5302 -0.6592 -0.5286
H 0.5969 -0.2903 1.7000
H -1.0703 -0.3561 0.9914
H 2.6096 0.0839 1.5868
H 3.8529 1.2882 1.3959
H 3.2448 0.5146 -0.0253
H 0.2661 3.3769 2.2690
H -0.1551 1.6993 2.2203
H 1.3524 1.2879 4.0847
H 2.5785 2.3172 3.3367
H 1.3023 3.0509 4.2338
H 0.6991 4.1783 -0.9271
O 0.0671 -6.5916 -0.5722
H 1.0197 -6.6551 -0.6930
H -0.0325 -6.0966 0.2472
O 2.1917 6.1578 -1.1819
H 1.8489 6.5248 -2.0031
H 2.2229 6.9070 -0.5803
O -4.3758 3.5456 -0.1761
H -4.5732 3.8629 -1.0634
H -4.2932 4.3475 0.3496
O -3.6577 -1.7757 -5.6354
H -3.5786 -1.4061 -4.7479
H -2.7630 -1.7161 -5.9844
O 0.3150 2.4043 -6.0662
H 0.5153 1.8092 -5.3360
H -0.5188 2.0733 -6.4155
O 3.6009 3.7345 -1.7701
H 3.2468 3.6453 -2.6588
H 3.3512 4.6200 -1.4676
O 1.8937 -3.5806 8.4169
H 2.0928 -3.3648 7.5011
H 2.6087 -4.1660 8.6841
O -0.8120 6.7298 -1.0381
H -1.1611 6.6119 -1.9297
H -1.0857 7.6139 -0.7747
O -0.9152 -4.7668 -2.8953
H -0.8231 -5.2949 -2.0938
H -1.7600 -5.0434 -3.2654
O 4.9965 0.1589 -1.0224
H 5.1699 0.4140 -1.9351
H 5.6372 -0.5369 -0.8419
O -5.1015 2.8907 -5.5291
H -4.9085 2.2757 -4.8124
H -5.9285 2.5722 -5.9027

Calculated values
Total energy: -106096.0314 eV
LUMO energy: -0.396 eV

Löwdin atomic charge list, values in e, 8 entries: number 1, C, carries -0.061; number 2, C, carries -0.210; number 3, O, carries 0.034; number 4, B, carries -0.634; number 5, O, carries 0.206; number 6, C, carries -0.006; number 7, C, carries -0.126; number 8, C, carries -0.106

Entry 2:
# C5H14

A cluster of 2 separate species, C5H14 in total (ωB97M-V/def2-TZVPD, the Open Molecules 2025 dataset).

Positions of all 19 atoms, in Å:
C -0.5454 0.8937 0.5167
C 0.6779 1.8311 0.6029
C 1.1561 2.1385 2.0258
H -1.2701 1.3715 1.1490
H -0.4813 -0.0751 1.0769
H -0.9455 0.7202 -0.4788
H 1.4880 1.6816 -0.1540
H 0.3084 2.8090 0.1906
H 0.5092 2.9547 2.3768
H 1.1097 1.1701 2.6017
H 2.1806 2.4787 2.0807
C -1.0444 -2.7440 -1.6203
C -0.0525 -1.6771 -1.3225
H -1.5132 -3.2432 -0.7347
H -1.6567 -2.5689 -2.5118
H -0.6038 -3.6752 -2.0218
H 0.0675 -1.4059 -0.2637
H -0.2976 -0.7027 -1.7937
H 0.9131 -1.9571 -1.7197

Calculated values
Total energy: -5410.9367 eV
Energy above the lowest of the compared OMol25 structures with the same formula, charge and spin: 107.38 kJ/mol
SMILES string: CCC.CC
LUMO energy: 1.176 eV

Löwdin atomic charge list, values in e, 8 entries: number 1, C, carries -0.143; number 2, C, carries -0.327; number 3, C, carries -0.127; number 4, H, carries 0.060; number 5, H, carries 0.073; number 6, H, carries 0.052; number 7, H, carries 0.102; number 8, H, carries 0.100

Among the records above, which one has the lowest LUMO energy? C19H41BF13N2O13PS

What is the formula in the first record? C19H41BF13N2O13PS